--- P ---
Formula: C5H8N3O
Source: OMol25
Level of theory: the ωB97M-V functional and the def2-TZVPD basis

Positions of all 17 atoms, in Å:
C -1.02 1.01 -1.26
C -1.06 -0.30 -0.70
C 0.56 1.52 0.33
C 0.85 -1.10 0.82
C 1.71 -0.01 1.55
N -0.37 -0.54 0.40
N -0.10 1.86 -0.73
N -1.91 -1.21 -1.18
O 1.73 1.11 0.66
H -1.74 1.38 -1.96
H 1.42 -1.51 -0.02
H 0.67 -1.90 1.56
H 1.23 0.26 2.50
H 2.74 -0.32 1.70
H -0.11 2.83 -1.07
H -2.60 -0.96 -1.87
H -1.99 -2.11 -0.73

Values from the calculation:
net charge	+1
Kohn-Sham gap (spin up / spin down)	0.27623 / 0.28910	Eh
LUMO level (spin up / spin down)	-5.068 / -4.675	eV
highest occupied orbital energy (spin up / spin down)	-12.58 / -12.54	eV
multiplicity	1

Atom charges from the Mulliken analysis, given in e for atoms 1 to 5: C -0.6165; C 0.7254; C 0.1237; C -0.3041; C -0.4441


--- Q ---
Formula: C5H8N3O
Source: OMol25
Level of theory: the ωB97M-V functional and the def2-TZVPD basis

Positions of all 17 atoms, in Å:
N -1.41 -0.39 1.69
C -0.34 -0.19 2.41
O 0.63 0.59 2.18
C 0.84 1.26 0.93
C 0.83 0.52 -0.34
N -0.05 -0.37 -0.62
C 0.08 -0.67 -2.00
C 1.25 0.22 -2.37
N 1.59 0.99 -1.43
H -1.13 -0.50 0.61
H -2.03 -1.21 2.02
H -0.22 -0.49 3.44
H 1.89 1.79 0.98
H 0.05 2.00 0.68
H -0.68 -0.16 -2.57
H 0.32 -1.77 -2.06
H 1.70 0.28 -3.40

Values from the calculation:
net charge	+1
Kohn-Sham gap	0.40133	Eh
LUMO level	-3.828	eV
highest occupied orbital energy	-14.75	eV
multiplicity	1

Atom charges from the Mulliken analysis, given in e for atoms 1 to 5: N -0.3979; C 0.2093; O -0.2354; C -0.3321; C 0.4253


Q has the most favorable energy; the next structure is 257.0 kJ/mol above.


--- P ---
Formula: C2H5N2O
Source: OMol25
Level of theory: the ωB97M-V functional and the def2-TZVPD basis

Positions of all 10 atoms, in Å:
C 0.67 -0.03 -0.09
N -0.65 0.17 0.37
C -1.72 -0.46 0.01
N -3.07 0.04 -0.23
O -4.18 -0.03 0.08
H 0.81 -0.90 -0.69
H 1.38 -0.08 0.83
H 0.98 0.86 -0.60
H -0.63 1.08 0.95
H -1.48 -1.25 -0.62

Values from the calculation:
net charge	+1
Kohn-Sham gap (spin up / spin down)	0.31084 / 0.31088	Eh
LUMO level (spin up / spin down)	-6.454 / -6.452	eV
highest occupied orbital energy (spin up / spin down)	-14.91 / -14.91	eV
multiplicity	1

Atom charges from the Mulliken analysis, given in e for atoms 1 to 5: C -0.7224; N -0.1646; C 0.2036; N 0.3355; O -0.1790


--- Q ---
Formula: C2H5N2O
Source: OMol25
Level of theory: the ωB97M-V functional and the def2-TZVPD basis

Positions of all 10 atoms, in Å:
N -0.22 1.05 0.81
C 0.06 0.15 0.00
C -0.26 -1.16 -0.57
O 1.08 -1.36 -1.05
N 1.63 -0.17 -0.58
H -1.11 1.51 0.89
H 0.53 1.44 1.32
H -0.59 -2.07 0.17
H -1.10 -1.22 -1.26
H 1.68 0.55 -1.32

Values from the calculation:
net charge	+1
Kohn-Sham gap	0.32660	Eh
LUMO level	-5.992	eV
highest occupied orbital energy	-14.88	eV
multiplicity	1

Atom charges from the Mulliken analysis, given in e for atoms 1 to 5: N -0.2027; C 0.3521; C -0.2472; O -0.1789; N -0.2269


P has the most favorable energy; the next structure is 21.9 kJ/mol above.


--- P ---
Formula: C2H5N2O
Source: OMol25
Level of theory: the ωB97M-V functional and the def2-TZVPD basis

Positions of all 10 atoms, in Å:
C 0.34 -0.73 -0.24
C -1.12 1.16 -0.14
N 2.09 -1.86 0.71
N -0.11 0.30 0.32
O 2.82 -2.27 -0.04
H -0.18 -1.32 -0.99
H -1.86 1.45 0.64
H -1.89 0.67 -0.82
H -0.68 1.99 -0.46
H 0.58 0.60 1.03

Values from the calculation:
net charge	+1
Kohn-Sham gap (spin up / spin down)	0.32226 / 0.30063	Eh
LUMO level (spin up / spin down)	-5.884 / -6.031	eV
highest occupied orbital energy (spin up / spin down)	-14.65 / -14.21	eV
multiplicity	1

Atom charges from the Mulliken analysis, given in e for atoms 1 to 5: C -0.0411; C -0.7403; N 0.3097; N -0.1152; O 0.0053


--- Q ---
Formula: C2H5N2O
Source: OMol25
Level of theory: the ωB97M-V functional and the def2-TZVPD basis

Positions of all 10 atoms, in Å:
N -0.64 0.59 -1.10
C 0.00 0.07 -0.10
N 1.08 -0.86 -0.27
C -0.46 0.21 1.34
O 0.17 -0.26 2.23
H -1.46 1.16 -0.94
H -0.37 0.44 -2.06
H 1.55 -1.13 0.59
H 1.54 -0.97 -1.16
H -1.41 0.75 1.47

Values from the calculation:
net charge	+1
Kohn-Sham gap	0.37317	Eh
LUMO level	-5.980	eV
highest occupied orbital energy	-16.13	eV
multiplicity	1

Atom charges from the Mulliken analysis, given in e for atoms 1 to 5: N -0.3131; C 0.6946; N -0.3581; C 0.0105; O -0.3502


--- R ---
Formula: C2H5N2O
Source: OMol25
Level of theory: the ωB97M-V functional and the def2-TZVPD basis

Positions of all 10 atoms, in Å:
C 0.42 0.84 -0.37
C -1.67 -0.27 0.21
N 3.46 -0.55 0.24
N -0.31 -0.19 -0.31
O 4.22 0.18 -0.11
H -0.02 1.85 -0.06
H -1.78 -0.94 0.92
H -2.39 -0.47 -0.56
H -1.90 0.74 0.61
H -0.04 -1.20 -0.56

Values from the calculation:
net charge	+1
Kohn-Sham gap (spin up / spin down)	0.41702 / 0.15647	Eh
LUMO level (spin up / spin down)	-4.860 / -7.825	eV
highest occupied orbital energy (spin up / spin down)	-16.21 / -12.08	eV
multiplicity	1

Atom charges from the Mulliken analysis, given in e for atoms 1 to 5: C 0.1040; C -0.7493; N 0.2795; N -0.0917; O -0.0570


Q has the most favorable energy; the next structure is 474.0 kJ/mol above.


--- P ---
Formula: C3H3Br2F
Source: OMol25
Level of theory: the ωB97M-V functional and the def2-TZVPD basis

Positions of all 9 atoms, in Å:
C 0.51 1.26 0.52
C 0.44 -0.06 0.29
C -0.58 -0.91 -0.04
F -0.68 -0.62 -2.21
Br 2.22 -0.85 0.08
Br -2.36 -0.51 0.48
H 1.33 1.81 0.88
H -0.27 1.87 0.31
H -0.62 -1.98 -0.31

Values from the calculation:
net charge	0
Kohn-Sham gap (spin up / spin down)	0.28989 / 0.28287	Eh
LUMO level (spin up / spin down)	-2.405 / -2.430	eV
highest occupied orbital energy (spin up / spin down)	-10.29 / -10.13	eV
multiplicity	1

Atom charges from the Mulliken analysis, given in e for atoms 1 to 5: C -0.6375; C 0.4809; C -0.0349; F -0.5554; Br -0.1610


--- Q ---
Formula: C3H3Br2F
Source: OMol25
Level of theory: the ωB97M-V functional and the def2-TZVPD basis

Positions of all 9 atoms, in Å:
C 0.49 1.25 -0.45
C 0.43 0.13 0.25
C -0.56 -0.88 0.45
F -0.84 -1.50 -1.42
Br 2.18 -0.62 0.70
Br -2.40 -0.36 0.70
H 1.42 1.79 -0.60
H -0.46 1.81 -0.69
H -0.25 -1.62 1.07

Values from the calculation:
net charge	0
Kohn-Sham gap	0.31599	Eh
LUMO level	-1.726	eV
highest occupied orbital energy	-10.32	eV
multiplicity	1

Atom charges from the Mulliken analysis, given in e for atoms 1 to 5: C -0.5477; C 0.4401; C -0.2537; F -0.4731; Br -0.1796


Q has the most favorable energy; the next structure is 64.7 kJ/mol above.


--- P ---
Formula: C4H15NO3
Source: OMol25
Level of theory: the ωB97M-V functional and the def2-TZVPD basis

Positions of all 23 atoms, in Å:
C -0.11 -2.31 -3.00
C -0.13 -1.41 -1.99
N 0.82 -1.49 -0.99
C -0.99 -0.21 -1.94
C -0.23 1.04 -2.45
H -0.87 -2.26 -3.76
H 0.42 -3.24 -2.94
H 0.86 -0.76 -0.30
H 1.36 -2.32 -0.81
H -1.38 -0.02 -0.94
H -1.73 -0.37 -2.75
H -0.86 1.54 -3.19
H 0.20 1.73 -1.70
H 0.63 0.74 -3.05
O -0.05 0.17 2.05
H -0.86 0.67 1.83
H -0.19 -0.31 2.89
O 3.84 -0.77 3.87
H 3.33 -0.62 3.08
H 4.72 -0.96 3.52
O -3.29 3.74 4.35
H -2.68 2.99 4.33
H -2.82 4.43 3.86

Values from the calculation:
net charge	0
Kohn-Sham gap	0.28813	Eh
LUMO level	0.089	eV
highest occupied orbital energy	-7.75	eV
multiplicity	1

Atom charges from the Mulliken analysis, given in e for atoms 1 to 5: C -1.0687; C 0.6549; N -0.4054; C -0.4968; C -1.0301


--- Q ---
Formula: C4H15NO3
Source: OMol25
Level of theory: the ωB97M-V functional and the def2-TZVPD basis

Positions of all 23 atoms, in Å:
C -0.82 1.79 -0.50
N -0.42 0.57 0.11
C -1.38 0.14 1.16
C 1.05 0.54 0.67
C 2.08 0.61 -0.31
O 0.46 -2.19 -0.69
H -1.68 1.62 -1.09
H -1.05 2.66 0.17
H -0.01 2.20 -1.09
H -2.16 -0.58 0.71
H -1.92 0.96 1.64
H -0.72 -0.47 1.75
H 1.05 -0.39 1.24
H 1.14 1.55 1.26
H 2.64 -0.26 -0.69
H 2.80 1.37 -0.39
H 1.16 -1.47 -0.60
H 0.02 -2.54 0.20
H -1.17 -3.20 1.64
O -0.66 -2.37 1.53
H 0.33 0.46 -2.43
H -0.32 -0.80 -1.75
O -0.40 -0.20 -2.53

Values from the calculation:
net charge	0
Kohn-Sham gap	0.14469	Eh
LUMO level	-4.091	eV
highest occupied orbital energy	-8.03	eV
multiplicity	1

Atom charges from the Mulliken analysis, given in e for atoms 1 to 5: C -1.2097; N 0.4434; C -1.0515; C -0.4365; C -0.7190


--- R ---
Formula: C4H15NO3
Source: OMol25
Level of theory: the ωB97M-V functional and the def2-TZVPD basis

Positions of all 23 atoms, in Å:
C 0.82 -1.28 -1.10
C -0.23 -1.96 -0.18
C -0.03 -1.14 1.11
N 0.94 -0.04 0.92
C 1.80 -0.55 -0.19
H 0.31 -0.50 -1.72
H 1.22 -1.97 -1.89
H -1.21 -1.76 -0.61
H 0.00 -3.00 0.04
H -0.99 -0.66 1.37
H 0.34 -1.72 1.93
H 0.47 0.79 0.56
H 2.32 0.31 -0.57
H 2.66 -1.08 0.24
O -3.31 1.78 -0.79
H -2.77 2.57 -0.61
H -2.67 1.30 -1.35
O 1.33 2.35 3.48
H 0.95 1.96 4.27
H 1.09 1.76 2.76
O -1.37 0.96 -2.52
H -0.75 1.55 -2.08
H -0.92 0.33 -3.09

Values from the calculation:
net charge	0
Kohn-Sham gap	0.35846	Eh
LUMO level	0.144	eV
highest occupied orbital energy	-9.61	eV
multiplicity	1

Atom charges from the Mulliken analysis, given in e for atoms 1 to 5: C 0.2617; C -0.4758; C -0.6710; N -0.4088; C -0.9373


R has the most favorable energy; the next structure is 21.3 kJ/mol above.